The following is a quantum chemistry calculation of C28H29BN7PPt as an isolated structure, from OMol25.

Results
E_HOMO (alpha / beta) = -6.8 / -7.7 eV
HOMO-LUMO gap (alpha / beta) = 7.31 / 7.64 eV
lowest unoccupied orbital energy (alpha / beta) = 0.464 / -0.033 eV
relative energy (zero: lowest compared OMol25 entry of this formula, charge and spin) = 0.2910 eV
E_tot = -1953.1259 Ha

The geometry in ORCA input format:
```
! wB97M-V def2-TZVPD RIJCOSX def2/J DEFGRID3
* xyz 0 3
H 0.8716 3.1107 -1.1267
N 0.3503 1.4727 -2.4580
B -0.2535 0.0859 -4.6284
N 0.1639 1.3753 -3.8318
C 0.6069 2.5276 -4.3674
Pt 0.1603 -0.1326 -1.1993
H 0.6840 2.6050 -5.4612
C 0.9423 3.4042 -3.3723
H 1.3126 4.4294 -3.4975
C 0.7471 2.7496 -2.1581
H -0.0209 0.2853 -5.7836
C -3.0486 -3.6659 0.6778
H -2.5807 -4.5091 1.2058
H -2.2720 -3.0004 0.2740
H -3.6969 -4.0340 -0.1296
N -1.8193 -0.3590 -4.4744
N 0.6442 -1.0582 -4.1083
N -2.2412 -0.6032 -3.1656
N 0.7738 -1.3089 -2.7804
C -2.9048 -0.5461 -5.3577
C 1.5333 -1.8309 -4.7591
H -2.8922 -0.4163 -6.4246
H 1.6643 -1.7256 -5.8179
C -4.0237 -0.9140 -4.5537
C 2.1969 -2.6351 -3.8421
C -3.5572 -0.8792 -3.1835
C 1.7277 -2.2620 -2.5750
H -5.0427 -1.1617 -4.8749
H 2.9349 -3.3744 -4.0347
H -4.1980 -1.0410 -2.2560
H 2.0020 -2.5897 -1.5796
H -3.6301 -3.1331 1.3627
N 0.9916 0.7890 0.2160
P 0.6747 0.5409 1.8235
C 2.1672 1.3430 2.4588
C 3.1436 1.7981 1.5667
C 4.3172 2.3908 2.0407
C 4.5177 2.5675 3.4093
C 3.5341 2.1294 4.3021
C 2.3683 1.5175 3.8407
C -0.8298 1.4371 2.2557
C -1.3084 1.2760 3.5655
C -2.4030 2.0229 3.9796
C -3.0569 2.8920 3.1062
C -2.6170 2.9932 1.7873
C -1.5095 2.2669 1.3510
C 0.5659 -1.1874 2.3817
C 1.7392 -1.9513 2.4361
C 1.7180 -3.2038 3.0452
C 0.5376 -3.7362 3.5590
C -0.6521 -3.0309 3.3766
C -0.6584 -1.7811 2.7507
H 2.9696 1.6759 0.4940
H 5.0582 2.7063 1.3039
H 5.4343 3.0431 3.7606
H 3.6954 2.2721 5.3673
H 1.6125 1.1746 4.5440
H -0.8348 0.5683 4.2433
H -2.7509 1.9308 5.0022
H -3.9049 3.4913 3.4443
H -3.1282 3.6525 1.0872
H -1.1747 2.3127 0.3128
H 2.6516 -1.5588 1.9852
H 2.6406 -3.7701 3.1307
H 0.5400 -4.6906 4.0895
H -1.5804 -3.4608 3.7338
H -1.6024 -1.2864 2.5297
*
```

---

The following is a quantum chemistry calculation of C28H29BaN3Si as an isolated structure, from OMol25.

Results
E_HOMO = -5.8 eV
HOMO-LUMO gap = 5.40 eV
lowest unoccupied orbital energy = -0.416 eV
relative energy (zero: lowest compared OMol25 entry of this formula, charge and spin) = 2.4645 eV
E_tot = -1563.3248 Ha

The geometry in ORCA input format:
```
! wB97M-V def2-TZVPD RIJCOSX def2/J DEFGRID3
* xyz 0 1
C 0.9863 2.1257 1.5454
C -0.2307 2.2882 0.8425
C -1.2239 1.4745 1.4729
H -0.3728 2.9167 -0.0429
C -0.6361 0.8938 2.6315
C 0.7289 1.3064 2.6873
H 1.4374 1.1093 3.4990
H 1.9478 2.5897 1.3086
H -2.2570 1.3320 1.1343
H -1.1678 0.2613 3.3548
Ba 0.7997 -1.5247 0.5238
C -0.7978 -0.8711 -1.0567
H -0.8763 -0.1464 -0.2303
H 0.1320 -1.1678 -1.5639
H -1.7296 -1.0425 -1.5795
Si -1.2840 1.7283 -2.6783
C 0.5573 1.3265 -2.8611
C 1.4332 2.2482 -2.2387
H 1.0694 3.2570 -1.9934
C 2.7161 1.8898 -1.8085
H 3.3322 2.5801 -1.1981
C 3.2245 0.6202 -2.1467
H 4.2321 0.3279 -1.8219
C 2.4513 -0.2517 -2.9338
H 2.8257 -1.2505 -3.1987
C 1.1506 0.1222 -3.3028
H 0.5529 -0.5722 -3.8810
C -2.3253 1.3292 -4.1079
C -1.8845 1.7362 -5.3854
H -0.8324 1.7828 -5.6142
C -2.8124 2.2098 -6.3268
H -2.4802 2.7020 -7.2374
C -4.1925 2.2067 -6.0500
H -4.9193 2.6414 -6.7417
C -4.6251 1.5664 -4.8776
H -5.6882 1.5423 -4.6312
C -3.7003 1.0647 -3.9490
H -4.0280 0.5398 -3.0487
H -1.8230 3.0400 -2.0045
H -1.6012 3.1978 -2.9150
N 1.3272 -2.9645 4.3822
C 2.1459 -1.8747 4.1283
C 2.6510 -1.1295 5.2019
C 3.4533 -0.0255 4.8924
C 3.8692 0.1996 3.5690
C 3.3093 -0.6100 2.5796
N 2.4373 -1.6102 2.8457
C 0.1740 -3.2717 3.6943
C -0.5773 -4.4191 3.9902
C -1.7207 -4.6393 3.2196
C -2.1070 -3.7732 2.1780
C -1.3519 -2.6148 2.0338
N -0.2053 -2.4286 2.7205
H 1.4507 -3.4621 5.2693
H 2.2971 -1.3684 6.2082
H 3.7637 0.6595 5.6727
H 4.5309 1.0332 3.2678
H 3.5392 -0.4861 1.5090
H -0.2088 -5.1264 4.7588
H -2.3015 -5.5446 3.3826
H -2.9647 -3.9400 1.5148
H -1.6009 -1.7338 1.4065
*
```

---

The following is a quantum chemistry calculation of C28H29BrN3O4Ru as an isolated structure, from OMol25.

Results
E_HOMO (alpha / beta) = -7.5 / -7.5 eV
HOMO-LUMO gap (alpha / beta) = 7.67 / 7.15 eV
lowest unoccupied orbital energy (alpha / beta) = 0.131 / -0.323 eV
E_tot = -4218.5648 Ha

The geometry in ORCA input format:
```
! wB97M-V def2-TZVPD RIJCOSX def2/J DEFGRID3
* xyz 0 2
Ru 0.0611 0.0104 -0.1354
C 2.7643 -0.4089 1.1544
N 2.2820 0.2086 -0.1115
C 2.8101 1.6083 -0.0707
C 2.1908 2.7432 -0.8991
C 0.6650 2.8677 -0.7793
N 0.2090 2.0313 0.3090
C -0.4477 2.5511 1.2773
C -0.9950 1.8644 2.4134
C -1.7014 2.6382 3.3528
C -2.2224 2.0889 4.4965
C -2.0261 0.7186 4.7246
C -1.3374 -0.0625 3.8302
C -0.8033 0.4771 2.6375
O -0.1378 -0.3077 1.8435
C 2.8766 -0.5551 -1.2323
C 2.7327 0.1017 -2.5893
C 1.3133 0.3510 -3.1291
N 0.1673 0.0195 -2.2614
C -0.8753 -0.3607 -2.9122
C -2.2103 -0.5921 -2.4217
C -3.1230 -1.2249 -3.2787
C -4.4201 -1.4652 -2.8897
C -4.8294 -1.0423 -1.6199
C -3.9598 -0.3986 -0.7686
C -2.6285 -0.1660 -1.1466
O -1.8296 0.4829 -0.3302
H 3.8482 -0.2653 1.2325
H 2.5217 -1.4641 1.1553
H 2.2662 0.0686 1.9940
H 3.8800 1.5533 -0.3050
H 2.7402 1.9141 0.9719
H 2.4897 2.7191 -1.9449
H 2.6471 3.6452 -0.4833
H 0.1711 2.5171 -1.6859
H 0.3676 3.9095 -0.6275
H -0.5924 3.6345 1.2666
H -1.8298 3.6970 3.1535
H -2.7670 2.6957 5.2060
H -2.4273 0.2637 5.6223
H -1.1894 -1.1205 4.0025
H 2.4107 -1.5367 -1.2109
H 3.9492 -0.6873 -1.0369
H 3.2572 -0.5463 -3.2937
H 3.2889 1.0376 -2.5996
H 1.1958 -0.2118 -4.0568
H 1.2164 1.4050 -3.4041
H -0.7659 -0.5081 -3.9896
H -2.7851 -1.5337 -4.2622
H -5.1121 -1.9640 -3.5537
H -5.8471 -1.2255 -1.2976
H -4.2678 -0.0744 0.2168
Br -2.3939 -8.4759 -0.8373
C -1.6203 -6.7535 -0.6453
C -2.3413 -5.6405 -1.0459
C -1.7720 -4.3848 -0.9001
C -0.4941 -4.2501 -0.3684
C 0.2115 -5.3792 0.0253
C -0.3489 -6.6403 -0.1072
C 0.1332 -2.8918 -0.2218
O -0.6531 -1.9084 -0.4583
O 1.3185 -2.7658 0.0835
H -3.3329 -5.7552 -1.4611
H -2.3160 -3.4961 -1.1943
H 1.2046 -5.2533 0.4355
H 0.1913 -7.5242 0.2019
*
```

---

The following is a quantum chemistry calculation of one molecule with the formula C28H29BrN4O4, from OMol25.

Results
E_HOMO = -7.9 eV
HOMO-LUMO gap = 7.98 eV
lowest unoccupied orbital energy = 0.070 eV
relative energy (zero: lowest compared OMol25 entry of this formula, charge and spin) = 0.0000 eV
E_tot = -4178.3546 Ha

The geometry in ORCA input format:
```
! wB97M-V def2-TZVPD RIJCOSX def2/J DEFGRID3
* xyz 0 1
N 0.9619 -3.7401 1.6692
C 1.6821 -2.8132 1.0029
O 2.2599 -1.9201 1.5882
C 1.7272 -3.0204 -0.5010
C 1.9269 -1.7066 -1.2900
N 3.1245 -1.0439 -0.8439
C 4.2192 -0.9292 -1.6238
O 4.2368 -1.2668 -2.7943
C 5.4124 -0.3257 -0.9554
C 5.6438 -0.4055 0.4152
C 6.7865 0.1503 0.9615
C 7.6951 0.7874 0.1334
Br 9.2670 1.5505 0.8899
C 7.4894 0.8702 -1.2335
C 6.3490 0.3056 -1.7699
C 0.7092 -0.8120 -1.2104
C -0.4728 -1.1906 -1.8553
C -1.5912 -0.3984 -1.8374
C -1.6143 0.8632 -1.2016
N -2.7518 1.5964 -1.1226
C -3.9257 1.3106 -1.9099
C -4.9480 0.5481 -1.0659
C -5.2219 1.2773 0.2664
C -4.9570 0.3893 1.5030
C -3.5182 0.0408 1.7581
C -2.9313 -1.0777 1.1817
C -1.5966 -1.3698 1.4004
C -0.8246 -0.5537 2.2074
C -1.4068 0.5433 2.8192
C -2.7421 0.8312 2.6007
C -4.4806 2.6210 0.3114
C -2.9984 2.5621 -0.0773
C -0.3877 1.2639 -0.6220
N -0.1296 2.5904 -0.1759
O -0.6364 3.5131 -0.7973
O 0.6397 2.7449 0.7575
C 0.7217 0.4149 -0.5899
H 0.5001 -4.5040 1.2097
H 0.9097 -3.6816 2.6734
H 2.5767 -3.6775 -0.7095
H 0.8184 -3.5188 -0.8382
H 2.0962 -1.9631 -2.3453
H 3.1562 -0.8496 0.1481
H 4.9550 -0.9168 1.0713
H 6.9716 0.0876 2.0230
H 8.2113 1.3646 -1.8652
H 6.1645 0.3424 -2.8328
H -0.5114 -2.1344 -2.3807
H -2.4797 -0.7698 -2.3201
H -3.6609 0.7525 -2.8069
H -4.3451 2.2666 -2.2379
H -5.8707 0.4353 -1.6369
H -4.5560 -0.4484 -0.8670
H -6.2910 1.5157 0.3121
H -5.3505 0.9147 2.3765
H -5.5361 -0.5295 1.3801
H -3.5224 -1.7418 0.5663
H -1.1591 -2.2392 0.9329
H 0.2205 -0.7675 2.3647
H -0.8162 1.1792 3.4610
H -3.1910 1.6835 3.0922
H -4.5497 3.0411 1.3154
H -4.9986 3.3128 -0.3562
H -2.3949 2.2903 0.7923
H -2.6773 3.5647 -0.3994
H 1.6129 0.7904 -0.1116
*
```

---

The following is a quantum chemistry calculation of C28H29MnN4O2SSi as an isolated structure, from OMol25.

Results
E_HOMO (alpha / beta) = -14.6 / -14.6 eV
HOMO-LUMO gap (alpha / beta) = 7.23 / 7.97 eV
lowest unoccupied orbital energy (alpha / beta) = -7.379 / -6.637 eV
relative energy (zero: lowest compared OMol25 entry of this formula, charge and spin) = 0.0000 eV
E_tot = -3291.9887 Ha

The geometry in ORCA input format:
```
! wB97M-V def2-TZVPD RIJCOSX def2/J DEFGRID3
* xyz 2 5
Mn 1.1889 -0.1265 -1.1345
O 3.3435 0.2940 5.6791
N 2.8074 1.3059 5.2787
O 2.6023 2.2960 5.9356
C 2.4175 1.3570 3.8374
C 2.1055 2.5767 3.3709
C 1.7415 2.7598 1.9972
C 1.4112 4.0173 1.4591
C 1.0654 4.1161 0.1363
C 1.0521 2.9551 -0.6406
N 1.3680 1.7630 -0.1543
C 1.7147 1.6572 1.1521
C 2.0510 0.3468 1.6613
N 2.0016 -0.6822 0.7714
C 2.2777 -1.9059 1.1877
C 2.6120 -2.1809 2.5126
C 2.6737 -1.1578 3.4196
C 2.3998 0.1680 3.0056
H 2.1382 3.4228 4.0435
H 1.4352 4.8940 2.0946
H 0.8084 5.0637 -0.3145
H 0.7766 2.9971 -1.6876
H 2.2281 -2.6967 0.4518
H 2.8217 -3.1984 2.8094
H 2.9329 -1.3578 4.4449
N -0.7913 -0.3227 -0.9879
S -1.6162 -0.1324 0.3777
C -3.0312 0.8589 0.0447
C -4.0749 0.3791 -0.7427
C -5.1376 1.2207 -1.0164
C -5.1526 2.5140 -0.4998
C -4.1110 2.9766 0.2896
C -3.0326 2.1458 0.5656
C -2.3413 -1.6978 0.8071
C -3.3180 -1.7192 1.7980
C -3.8423 -2.9401 2.1864
C -3.3928 -4.1157 1.5935
C -2.4136 -4.0770 0.6142
C -1.8732 -2.8595 0.2158
H -1.3570 -0.6584 -1.7633
H -4.0707 -0.6393 -1.1124
H -5.9621 0.8682 -1.6209
H -5.9931 3.1618 -0.7100
H -4.1409 3.9775 0.6978
H -2.2160 2.4877 1.1900
H -3.6758 -0.8026 2.2503
H -4.6071 -2.9756 2.9500
H -3.8120 -5.0650 1.8979
H -2.0691 -4.9937 0.1551
H -1.1041 -2.8162 -0.5430
C 2.5141 -2.1080 -5.0319
Si 2.0565 -0.8887 -3.7366
C 3.4343 0.2265 -3.1306
C 0.6168 0.2094 -4.1972
C 1.5343 -1.8081 -2.1625
H 2.8211 -1.6004 -5.9491
H 1.6588 -2.7441 -5.2654
H 3.3383 -2.7412 -4.7009
H 3.7431 0.9681 -3.8693
H 4.3149 -0.3468 -2.8325
H 3.1534 0.8249 -2.2429
H 0.8638 0.8716 -5.0295
H 0.2947 0.8733 -3.3803
H -0.2598 -0.3760 -4.4853
H 2.3703 -2.3124 -1.6685
H 0.7064 -2.5072 -2.2716
*
```

---

The following is a quantum chemistry calculation of C28H29N3PdSi as an isolated structure, from OMol25.

Results
E_HOMO (alpha / beta) = -6.2 / -6.1 eV
HOMO-LUMO gap (alpha / beta) = 6.37 / 5.80 eV
lowest unoccupied orbital energy (alpha / beta) = 0.140 / -0.296 eV
relative energy (zero: lowest compared OMol25 entry of this formula, charge and spin) = 2.8539 eV
E_tot = -1665.8130 Ha

The geometry in ORCA input format:
```
! wB97M-V def2-TZVPD RIJCOSX def2/J DEFGRID3
* xyz 0 3
C 0.4902 1.6578 0.2103
C -0.6533 1.7409 -0.6518
C -1.8149 1.4266 0.1434
H -0.6688 2.0959 -1.6779
C -1.3809 1.2203 1.4899
C 0.0391 1.3555 1.5216
H 0.6545 1.3633 2.4229
H 1.5112 1.8943 -0.0706
H -2.8401 1.4598 -0.2060
H -2.0371 1.1034 2.3577
Pd -0.5533 -0.4638 -0.2181
C -0.9976 -2.6025 -2.5853
H -2.0377 -2.3527 -2.3600
H -0.6454 -3.2550 -1.7690
H -1.0107 -3.2106 -3.4944
Si 0.1819 -1.0006 -3.0911
C 1.8886 -1.3202 -3.7710
C 2.6875 -0.1612 -3.8444
H 2.2307 0.8205 -3.6723
C 4.0545 -0.2383 -4.1234
H 4.6429 0.6807 -4.1657
C 4.6489 -1.4785 -4.3821
H 5.7191 -1.5273 -4.6080
C 3.8495 -2.6275 -4.3599
H 4.3038 -3.5842 -4.6015
C 2.4786 -2.5550 -4.0584
H 1.8482 -3.4500 -4.0671
C -1.1249 0.0386 -3.9823
C -0.7356 0.7899 -5.0969
H 0.1828 0.5444 -5.6374
C -1.5274 1.8642 -5.4906
H -1.1813 2.4967 -6.3010
C -2.7415 2.1311 -4.8565
H -3.3605 2.9682 -5.1684
C -3.1646 1.3152 -3.8095
H -4.1034 1.4888 -3.2978
C -2.3714 0.2481 -3.3842
H -2.7127 -0.4106 -2.5763
H 0.4858 -1.2255 -1.6053
H 0.6439 0.3270 -2.5755
N -0.2905 -1.3656 2.8935
C -1.5612 -1.6650 2.3749
C -2.5970 -1.9927 3.2751
C -3.8533 -2.3389 2.7905
C -4.0293 -2.3770 1.3993
C -2.9813 -2.0084 0.5605
N -1.7861 -1.5945 1.0566
C 0.9487 -1.4960 2.2476
C 2.0996 -1.7601 3.0213
C 3.3127 -1.9903 2.3713
C 3.3336 -1.9927 0.9732
C 2.1732 -1.6881 0.2804
N 1.0243 -1.3767 0.9210
H -0.2260 -1.4256 3.9046
H -2.3805 -1.9417 4.3394
H -4.6829 -2.5767 3.4600
H -4.9825 -2.6567 0.9518
H -3.0712 -2.0112 -0.5310
H 1.9911 -1.7936 4.1012
H 4.2262 -2.1818 2.9309
H 4.2259 -2.2114 0.3931
H 2.1376 -1.6923 -0.8102
*
```

---

The following is a quantum chemistry calculation of C28H29N6OZr as an isolated structure, from OMol25.

Results
E_HOMO = -16.1 eV
HOMO-LUMO gap = 6.29 eV
lowest unoccupied orbital energy = -9.781 eV
relative energy (zero: lowest compared OMol25 entry of this formula, charge and spin) = 1.2472 eV
E_tot = -1534.3458 Ha

The geometry in ORCA input format:
```
! wB97M-V def2-TZVPD RIJCOSX def2/J DEFGRID3
* xyz 3 1
Zr 0.6211 0.4480 0.6241
C 0.6553 -0.7018 -6.3887
C 0.3285 -0.4331 -4.9634
C -0.9597 -0.0394 -4.5895
C -1.2869 0.2063 -3.2740
C -0.3255 0.1099 -2.2547
N -0.6061 0.3511 -0.9087
C -1.7525 1.0993 -0.5605
C -2.1423 2.2318 -1.2970
C -3.4068 2.7652 -1.1726
C -4.3393 2.2134 -0.2895
C -5.7492 2.6770 -0.2658
C -3.9090 1.2010 0.5650
C -2.6403 0.6416 0.4489
N -2.2772 -0.4277 1.3032
C -3.1037 -1.2644 1.9498
C -2.3380 -2.0766 2.7671
C -1.0336 -1.6597 2.5663
N -0.9870 -0.6440 1.6720
C 0.9786 -0.2840 -2.6279
C 1.2891 -0.5490 -3.9619
N 2.0383 -0.3099 -1.6735
C 3.1511 -1.0557 -1.7950
C 4.1367 -0.4934 -1.0035
C 3.5365 0.6032 -0.4042
N 2.2438 0.7141 -0.7856
H -0.1305 -0.3379 -7.0438
H 0.7540 -1.7725 -6.5676
H 1.5996 -0.2466 -6.6780
H -1.7151 0.0779 -5.3525
H -2.3018 0.4830 -3.0283
H -1.4520 2.6332 -2.0269
H -3.6964 3.5910 -1.8022
H -6.0090 3.1652 -1.2017
H -5.9155 3.3959 0.5376
H -6.4262 1.8420 -0.0941
H -4.5967 0.8278 1.3078
H -4.1656 -1.2549 1.8087
H -2.6859 -2.8499 3.4216
H -0.1508 -2.0445 3.0474
H 2.3036 -0.8045 -4.2302
H 3.1917 -1.9145 -2.4362
H 5.1475 -0.8285 -0.8946
H 4.0168 1.3559 0.2025
O 0.6310 2.1689 1.9698
C 0.5518 1.6139 3.3193
C 1.9322 1.2438 3.8746
C 2.8102 0.4600 2.8739
C 2.4332 -0.9687 2.5400
C 2.8375 -2.0387 3.3349
C 2.6124 -3.3362 2.8956
C 1.9917 -3.5388 1.6653
C 1.5562 -2.4375 0.9525
N 1.7796 -1.1768 1.3751
H 0.9435 3.0918 2.0678
H -0.1001 0.7289 3.2598
H 0.0765 2.3379 3.9907
H 1.7952 0.6892 4.8062
H 2.4769 2.1619 4.1192
H 3.8180 0.4313 3.2984
H 2.8642 1.0449 1.9400
H 3.3425 -1.8589 4.2738
H 2.9125 -4.1779 3.5013
H 1.8391 -4.5338 1.2801
H 1.0066 -2.5462 0.0118
*
```